1.
Here is C2H4N4 in the gas phase from OMol25. Energies are from ωB97M-V/def2-TZVPD.

## Properties
F_max = 0.0044 Eh/bohr
SMILES = Cn1cnnn1
E_HOMO = -10.752 eV
Multiplicity = 1
Frontier orbital gap = 11.43 eV
LUMO energy = 0.0248 Ha
Relative energy (zero: lowest compared OMol25 entry of this formula, charge and spin) = 145.3 kJ/mol

Atoms and positions in Å:
C  0.003  0.897  1.065
N  0.067  0.090  -0.137
C  -0.091  -1.230  -0.319
N  -0.045  -1.489  -1.605
N  0.144  -0.295  -2.208
N  0.212  0.654  -1.345
H  -0.894  0.634  1.631
H  -0.051  1.941  0.752
H  0.888  0.744  1.686
H  -0.234  -1.946  0.479

---

2.
Here is C2H4N4 in the gas phase in a non-equilibrium geometry from OMol25. Energies are from ωB97M-V/def2-TZVPD.

## Properties
F_max = 0.0265 Eh/bohr
E_HOMO = -8.473 eV
Multiplicity = 1
Frontier orbital gap = 8.96 eV
LUMO energy = 0.0180 Ha
Relative energy (zero: lowest compared OMol25 entry of this formula, charge and spin) = 208.0 kJ/mol

Atoms and positions in Å:
N  -1.546  0.076  0.180
C  -0.193  -0.168  0.017
C  0.713  0.961  0.213
N  1.944  0.519  0.081
N  2.513  -0.454  -0.142
N  0.355  -1.300  -0.247
H  -2.158  -0.571  -0.293
H  -1.844  1.036  0.088
H  0.491  1.987  0.456
H  -0.275  -2.086  -0.354

---

3.
Here is a molecular structure, C2H4N4 in a non-equilibrium geometry from OMol25. Energies are from ωB97M-V/def2-TZVPD.

## Properties
F_max = 0.0898 Eh/bohr
E_HOMO = -8.854 eV
Multiplicity = 1
Frontier orbital gap = 8.67 eV
LUMO energy = -0.0068 Ha
Relative energy (zero: lowest compared OMol25 entry of this formula, charge and spin) = 505.3 kJ/mol

Atoms and positions in Å:
C  0.559  -0.325  1.700
N  0.725  -0.256  0.443
N  0.102  -1.163  -0.350
C  -0.465  -0.654  -1.381
N  -0.452  0.715  -1.738
N  -0.603  1.333  -0.657
H  -0.202  -0.947  2.174
H  -0.117  2.497  -0.397
H  1.349  0.094  2.324
H  -0.897  -1.294  -2.117

---

4.
Here is C2H4N4 in the gas phase from OMol25. Energies are from ωB97M-V/def2-TZVPD.

## Properties
F_max = 0.0067 Eh/bohr
E_HOMO = -8.681 eV
Multiplicity = 1
Frontier orbital gap = 9.14 eV
LUMO energy = 0.0169 Ha
Relative energy (zero: lowest compared OMol25 entry of this formula, charge and spin) = 442.6 kJ/mol

Atoms and positions in Å:
N  1.625  0.049  -0.011
C  0.195  -0.141  -0.050
N  -0.644  -1.111  -0.357
N  -1.782  -0.468  -0.123
N  -1.705  0.803  0.299
C  -0.385  1.057  0.359
H  2.106  0.040  -0.909
H  2.136  -0.506  0.675
H  -2.669  -0.930  -0.256
H  1.224  1.166  0.375

---

5.
Here is C2H4N4 in the gas phase in a non-equilibrium geometry from OMol25. Energies are from ωB97M-V/def2-TZVPD.

## Properties
F_max = 0.0724 Eh/bohr
SMILES = Nc1cn[nH]n1
E_HOMO = -9.922 eV
Multiplicity = 1
Frontier orbital gap = 10.90 eV
LUMO energy = 0.0360 Ha
Relative energy (zero: lowest compared OMol25 entry of this formula, charge and spin) = 353.1 kJ/mol

Atoms and positions in Å:
N  -0.560  -0.530  -1.477
C  0.071  -0.038  -0.302
N  1.239  0.476  0.043
N  1.027  0.683  1.336
N  -0.175  0.342  1.835
C  -0.818  -0.139  0.739
H  -0.232  -1.417  -1.816
H  -0.752  0.144  -2.196
H  1.766  1.090  1.900
H  -1.573  -0.619  -0.173

---

6.
Here is C2H4N4O in the gas phase from OMol25. Energies are from ωB97M-V/def2-TZVPD.

## Properties
F_max = 0.0086 Eh/bohr
SMILES = [H]/N=C(\O)N1N=C1N
E_HOMO = -9.503 eV
Multiplicity = 1
Frontier orbital gap = 10.29 eV
LUMO energy = 0.0288 Ha
Relative energy (zero: lowest compared OMol25 entry of this formula, charge and spin) = 271.2 kJ/mol

Atoms and positions in Å:
N  2.096  0.433  0.412
C  1.131  0.056  -0.434
N  0.810  -0.694  -1.386
N  -0.985  -0.526  1.124
C  -1.177  -0.039  -0.027
O  -2.366  0.062  -0.644
N  -0.127  0.507  -0.821
H  2.844  -0.227  0.567
H  1.803  0.964  1.219
H  -1.861  -0.876  1.510
H  -2.203  0.440  -1.522

---

7.
Here is C2H4N4O in the gas phase from OMol25. Energies are from ωB97M-V/def2-TZVPD.

## Properties
F_max = 0.0127 Eh/bohr
E_HOMO = -8.906 eV
Multiplicity = 1
Frontier orbital gap = 9.72 eV
LUMO energy = 0.0298 Ha
Relative energy (zero: lowest compared OMol25 entry of this formula, charge and spin) = 487.6 kJ/mol

Atoms and positions in Å:
N  2.099  0.187  0.600
C  1.258  0.260  -0.443
N  0.335  -0.557  -1.084
N  -0.944  -0.582  -0.474
C  -1.414  0.302  0.398
O  -2.715  -0.020  0.576
N  0.808  0.921  -1.409
H  2.359  -0.744  0.891
H  2.820  0.891  0.671
H  -1.527  -1.289  -0.912
H  -3.079  0.631  1.185

---

8.
Here is C2H4N4O2 in the gas phase in a non-equilibrium geometry from OMol25. Energies are from ωB97M-V/def2-TZVPD.

## Properties
F_max = 0.1290 Eh/bohr
SMILES = N/N=c1\ncon1O
E_HOMO = -8.484 eV
Multiplicity = 1
Frontier orbital gap = 8.92 eV
LUMO energy = 0.0162 Ha
Relative energy (zero: lowest compared OMol25 entry of this formula, charge and spin) = 475.1 kJ/mol

Atoms and positions in Å:
C  0.263  -0.158  -0.216
C  -1.252  1.334  0.065
H  2.295  1.019  0.170
H  3.146  -0.596  0.424
H  -1.780  2.234  0.269
H  -2.311  -2.045  0.179
N  2.442  -0.043  -0.117
N  1.362  -0.720  -0.422
N  -0.017  1.174  0.246
N  -1.002  -0.851  -0.589
O  -1.911  0.269  -0.534
O  -1.237  -1.618  0.525

---

9.
Here is C2H4N4O2 in the gas phase in a non-equilibrium geometry from OMol25. Energies are from ωB97M-V/def2-TZVPD.

## Properties
F_max = 0.0411 Eh/bohr
SMILES = [H]/N=c1\oc(=O)[nH]n1N
E_HOMO = -9.716 eV
Multiplicity = 1
Frontier orbital gap = 10.46 eV
LUMO energy = 0.0272 Ha
Relative energy (zero: lowest compared OMol25 entry of this formula, charge and spin) = 55.8 kJ/mol

Atoms and positions in Å:
C  -1.703  -0.596  0.395
C  0.482  -0.787  -0.166
H  1.644  1.202  0.576
H  1.611  1.769  -0.932
H  -1.828  1.338  -0.243
H  1.651  -2.156  0.006
N  1.023  1.599  -0.118
N  0.076  0.535  -0.434
N  -1.184  0.701  0.227
N  1.682  -1.168  -0.194
O  -2.811  -0.910  0.618
O  -0.642  -1.528  0.265

---

10.
Here is 2 unconnected molecules or ions with the total composition C2H4N4O2S in a non-equilibrium geometry from OMol25. Energies are from ωB97M-V/def2-TZVPD.

## Properties
F_max = 0.0809 Eh/bohr
E_HOMO (alpha / beta) = -9.060 / -9.061 eV
Multiplicity = 1
Frontier orbital gap (alpha / beta) = 8.60 / 8.60 eV
LUMO energy (alpha / beta) = -0.0171 / -0.0171 Ha
Relative energy (zero: lowest compared OMol25 entry of this formula, charge and spin) = 346.4 kJ/mol

Atoms and positions in Å:
C  -1.073  0.913  1.487
C  0.823  1.771  -0.001
N  -1.118  -1.403  -1.027
N  -1.370  -1.104  0.269
N  1.548  0.860  -0.770
N  -0.195  1.189  0.712
O  -1.854  0.793  2.306
O  0.929  2.974  -0.202
S  -1.393  -2.725  0.071
H  0.009  -1.290  -1.290
H  1.306  -0.125  -0.452
H  2.408  1.286  -1.010
H  -0.019  -3.140  -0.093

---

11.
Here is C2H4N4OS in the gas phase in a non-equilibrium geometry from OMol25. Energies are from ωB97M-V/def2-TZVPD.

## Properties
F_max = 0.1926 Eh/bohr
SMILES = On1[nH]nc/c1=N/S
E_HOMO = -8.225 eV
Multiplicity = 1
Frontier orbital gap = 8.44 eV
LUMO energy = 0.0079 Ha
Relative energy (zero: lowest compared OMol25 entry of this formula, charge and spin) = 433.7 kJ/mol

Atoms and positions in Å:
C  -0.159  -0.114  -0.492
C  -1.188  -1.171  -0.352
H  0.558  2.589  -2.445
H  -2.087  -1.129  -1.101
H  0.995  -1.914  1.546
H  0.007  1.406  1.475
N  -0.165  0.847  -1.280
N  -0.844  -1.874  0.651
N  0.314  -1.422  1.247
N  0.696  -0.225  0.680
O  0.867  1.004  1.350
S  1.005  2.002  -1.279

---

12.
Here is 2 unconnected molecules or ions with the total composition C2H4N4S in a non-equilibrium geometry from OMol25. Energies are from ωB97M-V/def2-TZVPD.

## Properties
F_max = 0.1282 Eh/bohr
SMILES = C#[N+][S-].N=C=NN
E_HOMO = -8.783 eV
Multiplicity = 1
Frontier orbital gap = 9.15 eV
LUMO energy = 0.0136 Ha
Relative energy (zero: lowest compared OMol25 entry of this formula, charge and spin) = 473.3 kJ/mol

Atoms and positions in Å:
C  -0.702  -2.388  0.437
C  1.442  1.152  0.007
N  -1.517  -1.646  0.855
N  2.604  1.183  0.473
N  0.398  0.670  -0.213
N  -0.483  0.644  -1.221
S  -2.441  -0.756  1.652
H  -0.263  -2.874  -0.274
H  2.781  2.059  1.072
H  -0.337  1.458  -1.800
H  -1.482  0.497  -0.988

---

13.
Here is C2H4N4S in the gas phase in a non-equilibrium geometry from OMol25. Energies are from ωB97M-V/def2-TZVPD.

## Properties
F_max = 0.0792 Eh/bohr
E_HOMO = -7.888 eV
Multiplicity = 1
Frontier orbital gap = 8.66 eV
LUMO energy = 0.0283 Ha
Relative energy (zero: lowest compared OMol25 entry of this formula, charge and spin) = 400.0 kJ/mol

Atoms and positions in Å:
C  -1.732  -0.145  0.237
C  -1.187  1.129  0.185
N  -0.639  -0.999  0.142
N  0.143  1.067  -0.085
N  0.479  -0.185  -0.047
N  1.574  -0.865  -0.015
S  2.907  0.187  -0.060
H  -2.700  -0.469  0.265
H  -1.583  2.070  0.242
H  -0.395  -1.866  0.497
H  3.132  0.076  -1.362

---

14.
Here is a molecular structure, C2H4N6 in a non-equilibrium geometry from OMol25. Energies are from ωB97M-V/def2-TZVPD.

## Properties
F_max = 0.2146 Eh/bohr
E_HOMO = -8.397 eV
Multiplicity = 1
Frontier orbital gap = 8.21 eV
LUMO energy = -0.0070 Ha
Relative energy (zero: lowest compared OMol25 entry of this formula, charge and spin) = 339.8 kJ/mol

Atoms and positions in Å:
C  0.337  -1.005  -0.082
C  0.107  1.164  0.351
H  2.191  -1.883  0.350
H  1.047  -3.339  -0.235
H  1.624  2.433  0.447
H  -1.314  -1.966  -0.914
N  1.267  -2.034  -0.001
N  0.828  0.064  0.605
N  0.539  2.427  0.461
N  -1.140  1.104  -0.147
N  -1.552  0.040  -0.609
N  -0.830  -1.058  -0.490

---

15.
Here is C2H4N6 in the gas phase in a non-equilibrium geometry from OMol25. Energies are from ωB97M-V/def2-TZVPD.

## Properties
F_max = 0.1286 Eh/bohr
SMILES = [H]/N=C\n1nnc(N)n1
E_HOMO = -9.350 eV
Multiplicity = 1
Frontier orbital gap = 8.97 eV
LUMO energy = -0.0140 Ha
Relative energy (zero: lowest compared OMol25 entry of this formula, charge and spin) = 324.3 kJ/mol

Atoms and positions in Å:
C  -0.491  -0.420  1.196
C  0.052  0.832  -1.988
H  -1.770  -0.230  2.738
H  -0.052  -1.273  3.014
H  -0.901  1.340  -2.445
H  2.357  0.657  -2.279
N  -0.976  -0.708  2.446
N  0.751  -0.859  0.880
N  1.006  -0.590  -0.427
N  -0.164  0.026  -0.805
N  1.262  0.905  -2.617
N  -1.071  0.319  0.286

---

16.
Here is a molecular structure, C2H4N6 in a non-equilibrium geometry from OMol25. Energies are from ωB97M-V/def2-TZVPD.

## Properties
F_max = 0.1496 Eh/bohr
E_HOMO = -8.655 eV
Multiplicity = 1
Frontier orbital gap = 9.16 eV
LUMO energy = 0.0184 Ha
Relative energy (zero: lowest compared OMol25 entry of this formula, charge and spin) = 457.9 kJ/mol

Atoms and positions in Å:
C  -1.841  1.993  -0.122
C  0.338  -0.566  -0.187
H  -2.957  1.576  -0.778
H  -1.572  3.086  0.352
H  0.693  0.072  1.782
H  0.612  -2.159  -1.604
N  -0.539  1.424  -0.036
N  -0.479  0.137  -0.805
N  1.096  -0.334  0.902
N  1.770  -1.506  1.145
N  1.841  -2.143  0.106
N  1.038  -1.579  -0.755

---

17.
Here is a gas-phase ion, C2H4NO2 (charge -1) in a non-equilibrium geometry from OMol25. Energies are from ωB97M-V/def2-TZVPD.

## Properties
F_max = 0.0863 Eh/bohr
SMILES = O=CNC[O-]
E_HOMO = -3.758 eV
Multiplicity = 1
Frontier orbital gap = 8.28 eV
Charge = -1
LUMO energy = 0.1660 Ha
Relative energy (zero: lowest compared OMol25 entry of this formula, charge and spin) = 207.7 kJ/mol

Atoms and positions in Å:
O  -1.451  0.764  -1.889
C  -0.420  0.153  -1.329
N  0.322  0.591  -0.279
C  0.403  -0.411  1.171
O  1.154  0.169  2.067
H  -0.176  -0.803  -1.814
H  -0.052  1.429  0.176
H  -0.679  -0.494  1.175
H  0.898  -1.398  0.721

---

18.
Here is 2 unconnected molecules or ions with the total composition C2H4NO2 in a non-equilibrium geometry from OMol25. Energies are from ωB97M-V/def2-TZVPD.

## Properties
F_max = 0.0561 Eh/bohr
E_HOMO (alpha / beta) = -15.776 / -15.774 eV
Multiplicity = 1
Frontier orbital gap (alpha / beta) = 9.17 / 9.17 eV
Charge = +1
LUMO energy (alpha / beta) = -0.2429 / -0.2428 Ha
Relative energy (zero: lowest compared OMol25 entry of this formula, charge and spin) = 316.4 kJ/mol

Atoms and positions in Å:
C  2.328  1.356  0.595
C  -1.294  -1.571  -0.869
N  -0.892  -0.509  -0.028
O  3.280  1.563  1.157
O  1.316  1.044  0.145
H  -1.981  -1.281  -1.713
H  -0.911  0.419  -0.422
H  -0.105  -0.593  0.614
H  -1.742  -0.428  0.521

---

19.
Here is C2H4NO2P in the gas phase in a non-equilibrium geometry from OMol25. Energies are from ωB97M-V/def2-TZVPD.

## Properties
F_max = 0.0846 Eh/bohr
SMILES = CC(=O)/N=P/O
E_HOMO = -9.760 eV
Multiplicity = 1
Frontier orbital gap = 9.72 eV
LUMO energy = -0.0013 Ha
Relative energy (zero: lowest compared OMol25 entry of this formula, charge and spin) = 76.4 kJ/mol

Atoms and positions in Å:
C  -0.879  0.012  0.471
C  -1.200  -0.825  -0.715
N  0.406  0.402  0.580
O  -1.704  0.279  1.295
O  2.734  1.104  0.533
P  1.271  1.537  0.065
H  -2.116  -1.247  -0.703
H  -1.220  -0.009  -1.483
H  -0.428  -1.550  -1.068
H  3.136  0.297  1.024

---

20.
Here is 2 unconnected molecules or ions with the total composition C2H4NO2S in a non-equilibrium geometry from OMol25. Energies are from ωB97M-V/def2-TZVPD.

## Properties
F_max = 0.0996 Eh/bohr
E_HOMO = -3.780 eV
Multiplicity = 1
Frontier orbital gap = 7.66 eV
Charge = -1
LUMO energy = 0.1424 Ha
Relative energy (zero: lowest compared OMol25 entry of this formula, charge and spin) = 607.7 kJ/mol

Atoms and positions in Å:
C  0.632  0.200  0.110
C  -1.114  -1.169  0.786
N  1.823  0.037  0.403
O  -3.574  -0.388  -0.354
O  -2.063  1.409  0.599
S  -2.182  0.072  -0.003
H  0.145  0.846  -0.490
H  -0.914  -1.751  -0.111
H  2.462  0.890  0.119
H  -1.459  -0.005  -1.336